# 1
Entry from the OMol25 dataset: a molecular structure, C58H46CdCl2N6O4 in a non-equilibrium geometry (ωB97M-V/def2-TZVPD).

Its HOMO energy is -9.08 eV. The total energy is -107633.3386 eV.

XYZ file:
```
117
Properties=species:S:1:pos:R:3:lowdin_charge:R:1
Cd -0.373 1.023 1.026 1.1424
Cl 0.905 -0.709 2.868 -0.2166
Cl -1.533 2.804 -0.306 -0.2239
O -4.231 -4.378 -2.392 0.1033
O -6.629 0.377 -3.373 0.1115
O 8.783 1.063 0.576 0.1282
O 4.403 -0.481 -2.024 0.0894
N -2.918 -3.375 5.793 0.0505
N -1.767 1.756 3.051 -0.0168
N 4.181 3.851 -3.580 0.0537
N 0.590 -0.041 -1.115 0.0008
N 1.431 2.458 1.501 -0.0510
N -2.473 -0.313 1.138 -0.0281
C 2.297 4.522 2.366 -0.0358
C -2.760 -1.112 2.161 -0.1693
C -6.808 -1.851 -2.453 -0.0764
C 8.162 2.437 -3.292 -0.0574
C 0.891 -1.322 -1.204 -0.1502
C 3.690 2.542 2.129 -0.0520
C -1.902 -1.064 -3.526 -0.0613
C 1.272 3.740 1.718 -0.1607
C 1.220 0.207 -3.328 -0.0546
C -3.965 -2.043 -2.818 -0.0587
C 5.524 -0.402 0.031 -0.1002
C -1.859 -2.880 5.274 -0.2064
C -1.467 1.225 4.220 -0.1847
C -2.930 -4.943 3.982 -0.0502
C 6.442 0.759 -2.030 -0.0905
C 2.984 3.854 -4.160 -0.1672
C -8.897 -2.766 -1.583 -0.0486
C 5.389 -0.096 -1.410 -0.2604
C 1.521 -1.924 -2.305 -0.0636
C 1.930 3.787 -2.078 -0.1231
C 6.804 -0.371 2.068 -0.0103
C -8.158 -1.734 -2.147 -0.0106
C 7.491 1.264 -1.302 -0.1138
C -3.732 1.051 4.895 -0.0852
C -4.594 -0.769 -3.191 -0.1098
C -2.610 -2.170 -3.093 0.0021
C -6.095 -2.998 -2.050 -0.0741
C 8.412 2.090 -1.989 0.0114
C -1.708 -4.437 3.554 -0.0850
C 2.615 1.850 1.668 -0.2040
C 6.614 0.049 0.745 -0.0693
C 4.456 -1.113 0.647 0.0288
C 0.723 0.752 -2.163 -0.1789
C 3.158 3.693 -1.440 -0.0386
C 7.761 0.808 0.013 -0.3039
C -2.513 0.168 -3.710 -0.0439
C -6.083 -0.634 -3.007 -0.2964
C -4.641 -0.487 0.210 -0.0590
C 1.719 -1.135 -3.406 -0.0629
C -5.016 -1.231 1.314 -0.0312
C -4.060 -1.468 2.333 -0.0512
C -2.448 0.856 5.171 -0.0824
C 3.517 3.891 2.519 -0.0641
C 4.690 -1.543 2.018 -0.0493
C -4.684 -3.236 -2.325 -0.3074
C 1.845 3.850 -3.423 -0.1195
C 4.323 3.747 -2.231 -0.1095
C -3.061 2.135 2.928 -0.1928
C -1.186 -3.338 4.163 -0.1146
C -4.101 1.755 3.720 -0.0575
C -3.909 0.291 -3.617 -0.0296
C -3.440 -4.413 5.194 -0.1608
C 5.867 -1.219 2.663 -0.0780
C -3.303 -0.083 0.049 -0.1079
C 6.281 0.965 -3.395 -0.0073
C -8.188 -3.853 -1.090 -0.0662
C 7.156 1.807 -4.039 -0.0439
C -6.817 -4.048 -1.328 0.0380
H -3.402 -5.851 3.647 0.0941
H 7.655 -0.046 2.616 0.1075
H -0.859 -1.274 -3.790 0.0924
H 6.012 -1.534 3.716 0.1178
H -8.685 -4.594 -0.511 0.0945
H 3.782 -2.092 2.480 0.1149
H -1.234 -4.845 2.707 0.0956
H -6.105 -1.362 1.472 0.1225
H 4.640 2.078 2.312 0.0990
H -1.911 -1.279 2.854 0.0628
H 5.335 3.731 -1.869 0.0955
H -3.290 2.569 1.950 0.0686
H -4.352 -2.006 3.170 0.0800
H 3.247 3.703 -0.314 0.0933
H -5.137 1.974 3.349 0.1275
H -8.681 -0.900 -2.535 0.1074
H 3.651 -1.358 0.057 0.0688
H -6.236 -4.817 -0.843 0.1129
H -4.391 -4.737 5.599 0.0994
H 0.372 1.765 -2.000 0.0320
H -0.399 1.075 4.326 0.0424
H 8.857 3.112 -3.792 0.1112
H -1.992 1.075 -4.136 0.1284
H 0.838 3.834 -3.918 0.1298
H 1.788 -2.945 -2.337 0.0994
H 4.314 4.542 2.856 0.1065
H -0.211 -2.912 3.855 0.0430
H 2.617 0.788 1.483 0.0224
H -1.445 -1.914 5.780 0.1297
H -2.047 0.476 6.080 0.0969
H -2.914 0.551 -0.764 0.0435
H -4.467 1.192 -3.951 0.1442
H -4.475 0.787 5.638 0.1126
H 0.951 3.903 -1.585 0.0799
H 5.502 0.504 -3.951 0.1134
H 2.981 3.852 -5.255 0.1084
H -5.248 -0.222 -0.585 0.0677
H 2.069 5.523 2.679 0.0978
H 0.309 4.208 1.530 0.0786
H -2.108 -3.095 -3.061 0.1102
H -9.947 -2.686 -1.489 0.0978
H 1.166 0.819 -4.195 0.0927
H 9.258 2.473 -1.406 0.1280
H 2.157 -1.609 -4.259 0.1086
H 0.712 -1.834 -0.290 0.0820
H 7.133 1.932 -5.100 0.1050
```


# 2
Entry from the OMol25 dataset: 13 unconnected molecules or ions with the total composition C52H129N5O8S5 in a non-equilibrium geometry (ωB97M-V/def2-TZVPD).

Its HOMO energy is -7.62 eV. The total energy is -134012.7816 eV. The energy above the lowest of the compared OMol25 structures with the same formula, charge and spin is 8.74 kJ/mol.

XYZ file:
```
199
Properties=species:S:1:pos:R:3:lowdin_charge:R:1
S 7.404 1.671 -0.437 0.8381
S -1.452 -2.474 2.646 0.7977
S 3.582 -0.011 -4.269 0.8181
S -5.899 2.497 1.950 0.8029
S -5.327 -0.393 3.692 0.8202
O -4.154 4.110 -1.875 -0.1326
O 0.927 -3.230 -2.781 -0.1737
O -1.748 -1.966 4.002 -0.5376
O 7.098 0.495 0.443 -0.5818
O 4.102 4.050 -0.515 -0.2070
O -4.791 -0.920 2.368 -0.5753
O -4.394 2.350 2.072 -0.5694
O 3.544 1.445 -4.104 -0.5482
N 3.442 -0.359 4.229 -0.2202
N 4.863 -4.222 -2.119 -0.1907
N -1.858 4.906 5.270 -0.1586
N -0.825 0.746 -0.498 -0.1607
N -5.251 -2.169 -4.345 -0.1775
C -5.208 -0.764 -2.306 -0.0720
C -1.338 4.560 3.944 -0.2911
C -1.446 2.081 1.497 -0.0816
C 4.004 4.633 -1.844 -0.1734
C 4.985 -1.866 -1.038 -0.0601
C -1.669 0.795 0.741 -0.2150
C 4.956 -3.951 -3.508 -0.2766
C 1.495 0.320 -1.425 -0.0524
C -5.850 -1.822 4.572 -0.2709
C -6.326 -2.663 -6.548 -0.1138
C -2.218 3.597 -3.220 -0.1231
C -1.407 -0.185 -1.452 -0.2619
C 6.042 1.804 -1.682 -0.2328
C -3.953 -4.236 -3.641 -0.0847
C 0.118 -5.372 -2.122 -0.1550
C 3.768 -4.522 -4.249 -0.0714
C -3.039 4.047 5.562 -0.2425
C 2.775 4.042 0.037 -0.1946
C -4.500 -1.120 -3.606 -0.2273
C -5.986 4.147 1.325 -0.2744
C 5.774 -0.053 5.014 -0.0774
C -5.316 -3.587 -3.765 -0.1949
C -3.883 0.009 4.675 -0.2270
C -0.791 4.633 6.307 -0.2641
C -2.881 -3.362 2.178 -0.2770
C 2.786 0.919 4.133 -0.2251
C -0.321 -3.784 2.941 -0.2465
C 4.592 -0.354 -5.781 -0.2396
C 4.840 -0.447 3.874 -0.2531
C -1.004 5.476 7.547 -0.0836
C -4.341 4.572 4.976 -0.0668
C 2.179 1.238 2.758 -0.0816
C 2.740 3.974 -2.355 -0.1315
C 5.016 -5.615 -1.656 -0.2579
C 2.668 -1.504 3.960 -0.2932
C -2.933 4.647 -2.339 -0.1963
C 1.988 -0.707 -5.058 -0.2026
C -0.576 5.731 3.339 -0.0864
C -3.283 2.508 -3.338 -0.1490
C 7.026 3.255 0.433 -0.2380
C -4.154 2.712 -2.071 -0.2241
C 0.561 0.482 -0.112 -0.2273
C 6.440 -6.136 -1.580 -0.1020
C 1.393 -3.521 -1.433 -0.1814
C 0.427 -4.582 -0.846 -0.1494
C -1.534 -1.615 -0.997 -0.0681
C 5.603 -3.299 -1.177 -0.1976
C -0.025 -4.275 -3.148 -0.1843
C 1.845 3.799 -1.079 -0.1533
C 2.934 -2.858 4.648 -0.0735
C -6.324 1.482 0.473 -0.2343
C -5.120 -2.265 -5.768 -0.3189
H -3.617 -2.628 1.795 0.0250
H 2.895 2.957 -2.714 0.0609
H -6.720 -2.197 3.984 0.0697
H 6.677 -3.317 -1.367 0.1106
H 1.068 -0.397 -4.598 0.0314
H -5.210 2.433 -2.273 0.1224
H -2.700 0.618 0.449 0.1077
H -3.788 2.128 -1.211 0.0932
H 6.350 2.537 -2.396 0.0421
H -0.899 -0.173 -2.434 0.1125
H 5.055 -1.433 -2.054 0.0264
H -7.254 1.660 -0.082 0.0647
H 2.026 1.046 4.882 0.1080
H 7.808 3.440 1.140 0.0346
H 2.886 -4.264 -3.657 0.0606
H 4.906 4.242 -2.347 0.1041
H 0.819 1.396 0.406 0.0651
H 7.048 -5.953 -2.479 0.0756
H 3.937 -1.855 -0.735 0.0609
H -1.387 6.377 2.926 0.0773
H -4.315 -2.997 -5.996 0.1058
H 5.557 1.010 5.282 0.0755
H -0.265 -4.454 1.995 0.0772
H 2.549 0.406 -1.240 0.0506
H 4.365 -1.338 -6.146 0.0332
H -2.615 -3.922 1.200 0.0819
H 0.646 -3.338 3.194 0.0189
H -0.747 3.704 4.025 0.0785
H -2.843 3.076 5.225 0.0784
H -4.479 5.611 5.181 0.0694
H -5.152 -1.583 -1.620 0.0648
H -7.319 -2.287 -6.192 0.0886
H 1.065 1.117 -2.118 0.0885
H 2.033 -3.410 4.576 0.0309
H -0.480 -4.078 -0.504 0.0801
H 2.864 1.307 1.902 0.0686
H -1.056 -3.963 -3.187 0.0781
H 0.987 4.472 -0.988 0.1131
H 5.665 -0.268 -5.587 0.0515
H 3.864 -5.593 -4.368 0.0680
H 5.911 0.845 -2.123 0.0154
H 4.548 -5.745 -0.675 0.1118
H -3.374 -3.990 2.873 0.0483
H -5.342 4.219 0.387 0.0719
H 0.849 -5.189 -0.040 0.1107
H -5.166 3.923 5.261 0.0783
H -3.917 2.728 -4.160 0.1041
H -3.569 1.019 4.390 0.0321
H -5.695 4.880 2.112 0.0552
H -0.825 -5.903 -1.965 0.1159
H -3.527 -4.366 -4.595 0.0496
H -0.963 6.478 7.141 0.0666
H 6.519 -7.195 -1.324 0.0698
H -7.026 4.343 1.026 0.0521
H 2.664 5.057 0.507 0.1335
H -1.909 2.894 0.965 0.0668
H 0.911 -6.028 -2.404 0.1034
H -0.630 -2.002 -0.578 0.0365
H 1.633 -1.248 4.231 0.1141
H -6.394 -3.750 -6.756 0.0712
H -5.100 -2.607 4.516 0.0570
H 5.868 -4.336 -3.957 0.1097
H -4.697 -1.320 -6.156 0.1179
H 1.346 -0.686 -1.880 0.0483
H 4.904 -2.881 -3.720 0.0940
H -2.943 1.504 -3.334 0.0730
H -0.685 -4.396 3.708 0.0404
H -2.268 4.972 -1.558 0.1018
H -2.380 -1.652 -0.298 0.0764
H 1.842 -0.338 -6.036 0.0269
H -0.860 3.541 6.591 0.1262
H -3.123 5.587 -2.837 0.1107
H -1.699 -2.227 -1.871 0.0525
H 3.745 -4.095 -5.223 0.0563
H 1.394 2.862 -1.023 0.0412
H -2.131 4.394 3.165 0.1204
H 6.961 3.970 -0.350 0.0262
H 5.653 -0.769 5.808 0.0602
H -5.432 1.578 -0.208 0.0236
H -1.965 1.965 2.443 0.0554
H -4.785 0.162 -1.927 0.0317
H -3.076 -0.685 4.462 0.0108
H 4.373 0.394 -6.516 0.0440
H 2.251 4.541 -3.184 0.1237
H 1.440 0.495 2.525 0.0426
H -6.253 -0.544 -2.480 0.0814
H -5.870 -3.510 -2.799 0.1127
H 4.516 -6.349 -2.237 0.0885
H -3.453 -1.369 -3.383 0.0979
H -0.419 2.359 1.683 0.0501
H 6.991 -5.668 -0.739 0.0700
H 2.854 3.273 0.799 0.0977
H -4.246 -0.128 5.686 0.0510
H -6.255 -2.189 -7.561 0.0780
H -3.131 3.962 6.622 0.0938
H 6.831 -0.076 4.688 0.0746
H 4.941 -1.520 3.595 0.1128
H 5.991 3.189 0.859 0.0635
H -4.108 -5.267 -3.269 0.0897
H -4.349 4.525 3.910 0.0193
H -6.094 -1.561 5.558 0.0321
H -1.963 5.199 7.961 0.0612
H 1.732 2.247 2.848 0.0737
H 3.964 5.750 -1.847 0.1293
H -2.412 0.213 -1.627 0.0783
H 3.652 -3.412 4.093 0.0553
H 0.115 4.762 5.784 0.0852
H -5.990 -4.163 -4.407 0.1032
H 0.678 -0.352 0.540 0.0828
H -0.071 5.356 8.171 0.0928
H 2.453 -3.867 -1.462 0.1082
H 0.266 -4.545 -4.156 0.1161
H 2.579 -1.824 2.883 0.1197
H -3.273 -3.750 -3.010 0.0231
H 3.605 1.623 4.377 0.1141
H -6.227 0.428 0.682 0.0204
H -0.027 6.341 4.092 0.0771
H 5.675 -1.247 -0.457 0.0457
H 1.955 -1.788 -5.080 0.0365
H 5.042 0.077 2.881 0.1293
H -1.258 -0.012 1.343 0.0709
H 1.304 -2.591 -0.881 0.0811
H -0.001 5.445 2.432 0.0679
H -1.307 3.291 -2.713 0.1024
H 5.444 -3.798 -0.210 0.1052
H 5.154 2.043 -1.132 0.0348
H -2.149 3.909 -4.248 0.1023
H 3.262 -2.760 5.672 0.0776
H -4.490 -0.260 -4.254 0.0967
```


# 3
Entry from the OMol25 dataset: C3H4N2O in the gas phase (ωB97M-V/def2-TZVPD).

Its HOMO energy is -8.98 eV. The total energy is -8202.7429 eV. The energy above the lowest of the compared OMol25 structures with the same formula, charge and spin is 110.24 kJ/mol. Its SMILES is Oc1cc[nH]n1.

XYZ file:
```
10
Properties=species:S:1:pos:R:3:nbo_charge:R:1
O 2.221 0.189 -0.341 -0.6594
N 0.383 -1.172 0.048 -0.3515
N -0.922 -0.937 0.344 -0.3556
C 0.897 0.025 -0.144 0.4361
C -0.082 1.052 -0.063 -0.3977
C -1.222 0.381 0.276 -0.0208
H 2.612 -0.699 -0.333 0.4907
H -2.197 0.776 0.523 0.2177
H -1.588 -1.665 0.141 0.4038
H -0.102 2.051 -0.451 0.2366
```


# 4
Entry from the OMol25 dataset: C5H8O2 in the gas phase (ωB97M-V/def2-TZVPD).

Its HOMO energy is -9.49 eV. The total energy is -9408.4015 eV. The energy above the lowest of the compared OMol25 structures with the same formula, charge and spin is 138.04 kJ/mol. Its SMILES is O=C1CC(CO)C1.

XYZ file:
```
15
Properties=species:S:1:pos:R:3:nbo_charge:R:1
O -1.498 2.608 0.973 -0.5127
O 0.417 -2.066 0.437 -0.7124
C -1.132 0.199 0.321 -0.5211
C 0.214 0.157 -0.452 -0.2399
C 1.159 -1.003 -0.124 -0.0604
C -0.845 1.675 0.593 0.6151
C 0.599 1.539 0.100 -0.5181
H 1.691 -1.354 -1.022 0.1666
H 1.329 1.462 0.916 0.2281
H 1.966 -0.697 0.575 0.1547
H -1.064 -0.402 1.228 0.2531
H 0.003 0.271 -1.512 0.2086
H 1.122 -2.610 0.815 0.4688
H 0.904 2.260 -0.661 0.2325
H -2.069 -0.092 -0.169 0.2370
```


# 5
Entry from the OMol25 dataset: C3H9NO in the gas phase in a non-equilibrium geometry (ωB97M-V/def2-TZVPD).

Its HOMO energy is -9.34 eV. The total energy is -6793.8665 eV. The energy above the lowest of the compared OMol25 structures with the same formula, charge and spin is 114.74 kJ/mol. Its SMILES is C[C@@H](O)CN.

XYZ file:
```
14
Properties=species:S:1:pos:R:3:nbo_charge:R:1
O -1.198 -0.379 -1.134 -0.7207
N -1.099 1.263 1.037 -0.8808
C 0.133 -0.127 -0.645 0.0843
C 0.882 -1.441 -0.590 -0.6290
C 0.176 0.635 0.707 -0.2404
H 0.604 0.547 -1.364 0.1550
H 1.906 -1.280 -0.243 0.2045
H 0.562 -0.069 1.452 0.1910
H -1.475 1.822 0.287 0.3703
H 0.962 1.400 0.751 0.1703
H -1.162 1.578 1.982 0.3863
H 1.003 -1.813 -1.615 0.2164
H -1.735 0.160 -0.548 0.4719
H 0.442 -2.294 -0.077 0.2208
```


# 6
Entry from the OMol25 dataset: a molecular structure, C25H40BBr2F5N2O11PS3Si in a non-equilibrium geometry (ωB97M-V/def2-TZVPD).

Its HOMO energy is -6.72 eV. The total energy is -256102.4570 eV. Its charge is -1.

XYZ file:
```
91
Properties=species:S:1:pos:R:3:lowdin_charge:R:1
Br -1.938 0.791 2.859 0.7835
Br 0.642 5.214 1.454 0.2907
S -1.905 2.169 -7.388 0.4647
S -2.915 0.626 -5.465 0.4763
S 1.679 3.694 -1.428 0.8251
P 2.831 4.852 1.094 0.5949
Si -4.081 -0.610 -0.610 0.6015
F -0.415 1.914 0.160 0.0533
F 0.413 0.949 -1.597 0.0519
F 1.688 -2.013 1.298 -0.0091
F -2.244 0.099 -4.107 -0.2124
F -2.229 0.923 -8.331 -0.2036
O -3.062 2.995 -7.516 -0.2935
O 3.326 4.117 2.457 -0.3502
O -0.347 -1.396 3.056 0.0640
O 3.327 -0.829 5.187 0.1143
O -3.149 -0.581 -6.189 -0.2927
O 4.006 -1.051 3.082 -0.0006
O -4.054 1.353 -5.003 -0.2953
O -0.671 2.652 -7.914 -0.3022
O 5.338 3.946 -0.053 0.1317
O 2.463 2.236 0.778 -0.1851
O 4.559 2.466 -1.757 0.1346
N -1.695 1.496 -5.975 -0.3120
N 1.234 -1.244 0.220 -0.0383
C -6.801 1.368 2.680 -0.1015
C -4.892 -0.724 -2.288 -0.1551
C 4.621 0.778 1.626 -0.1294
C -1.254 -0.224 -0.469 -0.1552
C 4.306 0.348 3.046 -0.1599
C -0.321 -0.307 2.636 -0.7491
C -0.054 0.702 -0.324 -0.4519
C 2.447 0.941 0.174 -0.2240
C 1.704 -1.711 -1.069 -0.1416
C 3.755 0.182 0.508 -0.0766
C -5.206 0.146 0.717 -0.2564
C 2.825 3.330 -0.035 -0.8306
C -3.654 -2.360 -0.056 -0.1712
C 2.753 -2.821 4.070 0.0306
C -5.669 1.457 0.536 -0.0907
C -6.467 2.060 1.517 -0.0887
C 2.449 -3.040 -0.972 -0.1833
C 0.858 0.407 2.010 -0.0684
C 1.138 0.156 0.514 -0.2501
C -5.552 -0.552 1.879 -0.1066
C 1.508 -4.236 -0.730 -0.2404
C -6.350 0.062 2.856 -0.0937
C 3.375 -1.473 4.181 -0.5669
C 2.098 -5.179 0.315 -0.1063
C -2.560 0.523 -0.714 -0.2196
B 4.307 3.252 -0.649 -0.7541
H 0.590 -3.831 -0.310 0.1017
H 3.254 -2.997 -0.246 0.1002
H 3.046 -3.347 3.173 0.0691
H 4.370 0.209 -0.388 0.1166
H 2.730 3.389 2.689 0.0432
H -2.991 -2.397 0.805 0.0252
H 5.641 0.448 1.427 0.1228
H -3.248 -2.963 -0.863 0.0319
H 3.023 -5.613 -0.061 0.0729
H -5.407 2.026 -0.344 0.1056
H 2.905 -3.169 -1.952 0.1144
H -5.926 -1.053 -2.240 0.0334
H 2.453 1.066 -0.903 0.1235
H -1.323 -0.944 0.338 0.0836
H 3.604 -0.869 0.723 0.1011
H -6.802 3.075 1.361 0.0947
H 2.362 -4.597 1.193 0.0472
H 3.048 -3.368 4.958 0.0919
H 1.729 0.056 2.553 0.1121
H -1.081 -0.803 -1.372 0.1199
H 3.483 0.929 3.459 0.1191
H 0.849 -1.900 -1.716 0.1242
H 0.720 1.462 2.190 0.1045
H -4.577 -2.850 0.255 0.0278
H -4.349 -1.498 -2.830 0.0354
H -2.705 1.334 -0.007 0.0485
H -4.766 0.190 -2.859 0.0135
H 1.725 5.034 -1.398 -0.1280
H -6.584 -0.492 3.754 0.0933
H 1.412 -5.963 0.617 0.0688
H 4.630 3.026 -2.538 0.1182
H -2.535 0.972 -1.704 0.0799
H 5.154 0.530 3.699 0.1328
H -7.395 1.839 3.447 0.0917
H -5.204 -1.557 2.054 0.0844
H 4.654 1.864 1.623 0.0957
H 1.297 -4.751 -1.660 0.1054
H 1.677 -2.696 4.116 0.0832
H 2.347 -1.004 -1.595 0.1245
H 6.024 3.361 0.283 0.1158
```